DFT (ωB97M-V/def2-TZVPD) results for the ion C6H12N with charge +1 at a distorted geometry.

```
19
Properties=species:S:1:pos:R:3:forces:R:3:mulliken_charge:R:1
C 3.591679 0.622012 -0.447562 -0.74 -3.13 0.62 -0.223
N 2.408228 0.124662 -0.734057 1.79 2.65 -0.34 -0.029
C 1.303076 0.362646 0.040321 -2.38 -1.40 -0.74 -0.076
C 0.190796 -0.395328 -0.260192 0.40 0.43 0.68 -0.540
C -0.716752 -0.945809 0.779122 -1.11 1.92 -0.35 -0.556
C -2.231925 -0.581038 0.431732 1.36 -0.31 0.61 -0.456
C -2.406990 0.813264 -0.106030 -0.45 0.06 -0.67 -1.127
H 3.701207 0.981034 0.566084 -0.03 0.84 -0.21 0.258
H 4.439192 0.060402 -0.838667 0.03 0.90 -0.73 0.303
H 2.257983 -0.410755 -1.579605 0.20 -0.31 -0.15 0.294
H 1.370108 1.103315 0.815585 0.33 -0.48 0.75 0.412
H -0.112819 -0.584980 -1.289009 0.86 -0.72 -0.19 0.413
H -0.301982 -0.567434 1.717678 -0.63 -0.40 0.31 0.394
H -0.720630 -2.029648 0.716016 0.65 -0.21 0.24 0.291
H -2.848308 -0.674774 1.318768 -0.03 -0.48 0.10 0.323
H -2.473983 -1.363085 -0.289237 -0.57 0.28 -0.07 0.325
H -3.395113 0.915511 -0.550996 -0.19 0.04 0.15 0.362
H -2.318219 1.587832 0.656995 0.26 -0.05 -0.09 0.289
H -1.735550 0.982176 -0.946938 0.23 0.38 0.09 0.343
```
Positions in Å, forces in eV/Å.

Its total charge is +1. The SMILES is C=[NH+]/C=C/CCC. For the frontier orbital gap, the calculation gives 8.0 eV. As for the calculated total energy: -7897.4621 eV. The value obtained for the LUMO energy is -5.67 eV. The energy above the lowest of the compared OMol25 structures with the same formula, charge and spin is 59.9 kcal/mol.


DFT (ωB97M-V/def2-TZVPD) results for a cluster of 2 separate species, C6H12N2 in total at a distorted geometry.

```
20
Properties=species:S:1:pos:R:3:forces:R:3:mulliken_charge:R:1
C -0.256093 -1.977595 0.430401 0.08 0.65 -0.88 -1.256
C -0.585324 -0.719543 0.065300 -0.98 0.45 2.64 1.023
C -1.490866 -0.403829 -1.087370 0.78 0.34 -0.25 -1.433
N -0.352127 0.343016 1.022157 -0.45 -1.37 -1.42 -0.168
C -0.945236 1.664121 1.024940 0.33 0.12 0.40 -1.032
H 0.176058 -2.225402 1.388182 0.11 0.10 0.13 0.317
H -0.326811 -2.771386 -0.294062 -0.19 -0.16 0.00 0.261
H -2.525426 -0.319276 -0.755720 -0.02 -0.22 0.11 0.336
H -1.388738 -1.173661 -1.848244 -0.16 -0.01 -0.01 0.389
H -1.243913 0.559628 -1.533076 0.12 -0.05 -0.16 0.312
H -0.117146 -0.020771 1.937918 -0.04 0.25 -0.26 0.263
H -1.597737 1.768959 1.890488 -0.25 0.16 -0.02 0.331
H -0.158807 2.421907 1.121348 -0.06 0.00 -0.01 0.300
H -1.507875 1.922727 0.131879 -0.02 -0.36 -0.06 0.306
C 1.848560 0.424780 -1.467807 -0.22 1.90 1.17 -0.941
C 2.045435 0.357360 -0.142011 1.59 -2.76 -1.69 0.766
N 2.560119 -0.196823 0.827145 -0.43 1.47 0.46 -0.633
H 1.329006 1.268562 -1.892272 -0.29 0.08 0.01 0.247
H 2.546911 -0.038512 -2.145052 0.03 -0.57 0.27 0.309
H 1.990009 -0.884261 1.325857 0.06 -0.01 -0.41 0.302
```
Positions in Å, forces in eV/Å.

Its total charge is 0. The SMILES is C=C(C)NC.C=C=N. For the frontier orbital gap, the calculation gives 8.8 eV. As for the calculated total energy: -9393.6689 eV. The value obtained for the LUMO energy is 0.87 eV. The energy above the lowest of the compared OMol25 structures with the same formula, charge and spin is 73.4 kcal/mol.